No. 1
ORCA calculation (ωB97M-V/def2-TZVPD) on a cluster of 3 separate species, C31H53BrClF2N7O10P in total in a non-equilibrium geometry.

Its total charge is +1. The total energy comes out at -5923.789595 hartree. Its HOMO-LUMO gap is 8.15 eV.

CARTESIAN COORDINATES (ANGSTROEM)
C 3.374 -2.586 2.884
C 1.922 -2.138 2.970
C 1.101 -1.999 1.641
Br 2.224 -2.108 0.055
C 0.151 -0.808 1.770
N 0.824 0.484 2.057
C 2.143 0.766 1.421
C 2.794 2.099 1.782
C 2.475 3.357 1.027
N 3.678 2.159 2.693
C -0.049 1.540 2.171
N 0.023 2.311 3.266
C 0.865 2.029 4.433
C 0.137 1.258 5.578
O 0.738 -0.017 5.760
C 0.286 1.984 6.918
N -0.770 1.659 7.890
N -0.791 3.452 3.255
C -0.106 4.674 3.332
O 1.051 4.849 3.287
F -1.002 5.644 3.449
C -2.029 3.376 3.984
O -3.063 3.227 3.453
F -1.903 3.520 5.277
N -0.919 1.801 1.198
C -1.271 0.714 0.220
P -0.484 1.072 -1.463
O 0.660 2.166 -1.086
Cl -1.986 2.306 -2.160
C -1.094 -0.728 0.781
C -1.019 -1.730 -0.390
C -2.274 -1.774 -1.301
C -1.974 -1.642 -2.818
C -2.634 -2.707 -3.709
O -3.406 -2.120 -4.753
C -4.673 -1.658 -4.350
N -2.357 -1.062 1.490
C -2.464 -2.419 2.060
C -2.830 -0.097 2.436
C -4.181 0.511 2.128
O -2.224 0.200 3.443
H 3.737 -2.719 3.907
H 3.494 -3.552 2.398
H 4.023 -1.841 2.428
H 1.899 -1.188 3.507
H 1.376 -2.851 3.594
H 0.469 -2.878 1.603
H -0.350 -1.031 2.718
H 2.082 0.649 0.339
H 2.830 -0.005 1.760
H 3.004 3.378 0.073
H 1.409 3.431 0.814
H 2.801 4.202 1.623
H 3.846 1.246 3.120
H 1.726 1.440 4.148
H 1.255 2.962 4.831
H -0.929 1.147 5.365
H 0.457 -0.608 5.050
H 0.249 3.062 6.751
H 1.266 1.747 7.337
H -1.313 0.858 7.595
H -1.396 2.444 8.001
H -1.755 2.289 1.509
H -2.334 0.825 0.017
H 1.474 1.861 -1.524
H -0.151 -1.552 -1.016
H -0.874 -2.731 0.010
H -2.766 -2.737 -1.155
H -3.006 -1.018 -1.014
H -2.371 -0.682 -3.158
H -0.904 -1.597 -3.016
H -1.849 -3.260 -4.211
H -3.286 -3.377 -3.138
H -5.459 -2.101 -4.967
H -4.753 -0.570 -4.452
H -4.897 -1.903 -3.306
H -1.601 -3.048 1.872
H -3.344 -2.924 1.656
H -2.600 -2.380 3.144
H -4.084 1.474 1.629
H -4.709 0.627 3.072
H -4.757 -0.169 1.501
O 0.472 -3.389 -4.381
C 0.637 -4.092 -5.339
O -0.392 -4.575 -6.063
C 0.088 -5.467 -7.087
C 1.544 -5.074 -7.302
C 1.949 -4.597 -5.907
H -0.017 -6.492 -6.724
H -0.528 -5.343 -7.973
H 2.153 -5.888 -7.691
H 1.602 -4.243 -8.006
H 2.303 -5.414 -5.277
H 2.688 -3.801 -5.921
O 3.772 1.782 -2.832
C 3.181 2.404 -3.670
O 2.110 1.892 -4.315
C 1.630 2.821 -5.309
C 2.156 4.180 -4.867
C 3.466 3.805 -4.173
H 2.027 2.514 -6.278
H 0.545 2.770 -5.340
H 2.268 4.883 -5.690
H 1.471 4.620 -4.140
H 4.308 3.757 -4.865
H 3.714 4.464 -3.345

Here are the Mulliken charges for atoms 1 to 4, given in e: C -1.689; C 0.031; C -1.013; Br -0.019

***

No. 2
ORCA calculation (ωB97M-V/def2-TZVPD) on a structure of composition C12H3Cl2CoF15NO5S3 in a non-equilibrium geometry.

Its total charge is 0. The total energy comes out at -5885.722822 hartree. Its HOMO-LUMO gap (spin up / spin down) is 5.86 / 5.87 eV.

CARTESIAN COORDINATES (ANGSTROEM)
Co -0.066 -0.020 0.021
F 1.355 4.732 0.623
C 0.866 4.046 1.643
F 1.798 3.203 2.082
F 0.566 4.889 2.621
S -0.626 3.014 1.145
O -0.020 1.986 0.301
O -1.570 3.868 0.528
N -1.090 2.447 2.536
S -1.132 0.936 2.907
O -1.178 0.043 1.747
O -2.043 0.635 3.945
C 0.600 0.572 3.555
F 0.642 -0.522 4.303
F 1.108 1.578 4.249
F 1.369 0.358 2.471
Cl -0.430 -2.439 0.028
C -1.272 -2.678 -1.466
C -1.298 -3.930 -2.048
C -1.989 -4.119 -3.238
C -2.649 -3.067 -3.848
C -2.606 -1.805 -3.276
Cl -3.358 -0.486 -4.041
C -1.928 -1.583 -2.058
S -1.963 0.008 -1.360
H -0.781 -4.747 -1.571
H -2.016 -5.099 -3.685
H -3.184 -3.211 -4.772
F 2.124 1.560 -3.913
C 1.731 1.324 -2.661
F 0.391 1.368 -2.658
F 2.160 2.332 -1.914
C 2.188 -0.061 -2.108
O 1.511 -0.397 -0.999
C 1.909 -1.129 -3.212
F 0.624 -1.073 -3.591
F 2.643 -1.001 -4.309
F 2.102 -2.358 -2.736
C 3.711 -0.033 -1.797
F 3.975 0.794 -0.796
F 4.447 0.356 -2.841
F 4.144 -1.241 -1.444

Here are the natural (NBO) charges for atoms 1 to 4, given in e: Co 1.295; F -0.292; C 0.754; F -0.309

***

No. 3
ORCA calculation (ωB97M-V/def2-TZVPD) on a structure of composition C22H50BeBrCsFInKN4O11PS2 in a non-equilibrium geometry.

The value obtained for the relative energy (zero: lowest compared OMol25 entry of this formula, charge and spin) is 0.000 eV. Its total charge is 0. The total energy comes out at -6550.891155 hartree. Its HOMO-LUMO gap is 1.76 eV.

CARTESIAN COORDINATES (ANGSTROEM)
C 0.626 2.658 -3.237
In 0.585 1.172 -1.555
C 2.194 1.758 -0.149
C 2.469 0.748 0.935
C 1.182 0.427 1.694
C 1.363 0.080 3.160
O 0.807 1.173 3.952
C -0.491 1.083 4.079
O -1.234 2.027 4.071
C 0.836 -0.810 -2.508
C 0.969 -2.028 -1.570
S -0.324 -3.264 -1.932
C -1.591 -2.785 -0.861
N -2.311 -1.710 -0.867
N -3.161 -1.805 0.212
C -2.909 -2.935 0.780
O -1.938 -3.606 0.142
P -1.802 1.534 -0.476
N -2.081 0.917 0.994
O -1.904 3.103 -0.177
H 0.138 3.562 -2.881
H 1.651 2.880 -3.502
H 0.069 2.245 -4.070
H 1.987 2.719 0.312
H 3.093 1.903 -0.751
H 3.152 1.220 1.658
H 2.943 -0.160 0.580
H 0.524 1.291 1.603
H 0.714 -0.415 1.165
H 2.455 -0.121 3.384
H 0.771 -0.811 3.381
H -0.903 0.070 4.178
H -0.051 -0.992 -3.102
H 1.697 -0.775 -3.171
H 1.006 -1.792 -0.514
H 1.890 -2.554 -1.803
H -3.420 -3.350 1.624
H -1.854 1.524 1.784
H -1.784 -0.042 1.136
H -0.947 3.451 -0.272
Be -2.064 -2.861 3.256
F 3.979 0.265 3.162
C -1.801 2.555 -7.225
C -1.197 1.450 -6.504
N -0.720 0.595 -5.908
H -1.403 3.501 -6.863
H -1.594 2.484 -8.292
H -2.880 2.559 -7.085
K -0.313 -1.274 -7.073
C -6.250 -0.736 2.737
C -6.229 -2.236 2.487
C -7.442 -2.923 3.092
O -5.032 -2.800 3.029
H -6.233 -0.527 3.810
H -5.368 -0.266 2.299
H -7.142 -0.277 2.308
H -6.197 -2.426 1.413
H -7.462 -2.780 4.175
H -7.405 -3.996 2.907
H -8.369 -2.528 2.674
H -5.030 -2.649 3.980
Br 0.014 5.158 0.370
Cs -2.085 5.832 -0.697
O 2.184 -4.438 -4.216
S 2.369 -5.855 -4.070
O 3.480 -6.358 -3.335
O 2.359 -6.514 -5.520
C 3.262 -5.975 -6.506
C 4.689 -6.441 -6.304
C 0.891 -6.586 -3.468
H 3.198 -4.885 -6.509
H 2.886 -6.328 -7.465
H 5.114 -6.030 -5.390
H 5.309 -6.123 -7.142
H 4.728 -7.527 -6.224
H 0.052 -6.228 -4.058
H 0.782 -6.281 -2.429
H 0.985 -7.666 -3.536
O -1.865 -6.409 2.788
H -1.770 -5.497 2.499
C 1.960 8.039 5.046
O 2.416 7.597 3.784
C 3.769 7.165 3.802
C 3.882 5.656 3.819
O 3.397 5.109 5.028
C 2.106 4.527 4.903
H 0.880 8.162 4.983
H 2.187 7.315 5.833
H 2.409 9.007 5.302
H 4.298 7.595 4.658
H 4.239 7.542 2.888
H 4.941 5.387 3.741
H 3.360 5.223 2.960
H 2.158 3.591 4.340
H 1.404 5.208 4.413
H 1.746 4.309 5.906

Here are the Mulliken charges for atoms 1 to 4, given in e: C -0.918; In 0.773; C -0.872; C -0.731